1.
This record from the OMol25 dataset describes the molecule C7H8 at a distorted geometry. The level of theory is wB97M-V/def2-TZVPD.

Element x y z (Å)
C 0.0017 0.7067 -0.6436
C -0.1375 -0.9351 0.5891
C 0.6790 0.4281 0.8079
C -0.8504 0.3875 0.4439
C 0.6360 -0.5411 -0.6410
C -2.0423 0.9890 1.1018
C 1.9121 -0.9807 -1.2705
H 0.3413 1.6786 -1.0607
H -0.3654 -1.8100 1.0724
H -2.2345 2.2374 0.9869
H -1.8265 0.6301 2.0739
H -2.9685 0.4857 0.7807
H 2.1519 -2.0071 -1.0028
H 2.8136 -0.4734 -0.8925
H 1.8893 -0.7958 -2.3455

Computed properties:
E, a.u.: -271.10942
Energy relative to the best compared isomer or geometry (same formula, charge and spin), kJ/mol: 640.13
HOMO level (alpha / beta), Eh: -0.1191 / -0.3328
<S²>: 2.008
Total charge: 0
M, g mol⁻¹: 92.1
Kohn-Sham gap (alpha / beta), eV: 4.22 / 6.47
Spin multiplicity: 3

---

2.
This record from the OMol25 dataset describes a structure of composition C32H31Cl2CoN4O2S4. The level of theory is wB97M-V/def2-TZVPD.

Element x y z (Å)
Co 0.1006 -0.8543 0.5755
C 0.8246 1.3548 3.0909
C -0.2918 0.4134 3.5336
S -0.1288 -1.3285 3.0371
C 1.4511 -1.7475 3.8641
C 2.5156 -2.4123 3.0029
S 2.8788 -1.6173 1.4159
C 3.6392 -0.0677 2.0023
C 3.0502 1.1706 1.3414
S 1.2411 1.2893 1.3163
H 1.7460 1.1836 3.6458
H 0.4972 2.3756 3.2861
H -1.2379 0.7205 3.0954
H -0.3798 0.4412 4.6198
H 1.1976 -2.4274 4.6773
H 1.8191 -0.8251 4.3091
H 2.2172 -3.4207 2.7320
H 3.4471 -2.4689 3.5672
H 4.7044 -0.1227 1.7816
H 3.5262 -0.0370 3.0852
H 3.3094 1.1938 0.2812
H 3.4479 2.0716 1.8089
N 0.9875 -3.9901 -2.0823
C 1.7349 -5.0148 -1.4484
C 2.6525 -5.7611 -2.1689
C 3.3808 -6.7591 -1.5349
C 3.2184 -6.9839 -0.1782
C 2.3295 -6.2055 0.5527
C 1.5770 -5.2378 -0.0892
S 0.3663 -4.2852 0.7842
N 0.3509 -2.8551 -0.1346
C 0.5738 -2.8866 -1.4001
C 0.3962 -1.6219 -2.1695
C 0.0301 -1.6109 -3.5033
C -0.1570 -0.3880 -4.1327
C 0.0411 0.7743 -3.4097
C 0.3966 0.6732 -2.0748
N 0.5692 -0.4987 -1.4633
H 1.1773 -3.8649 -3.0619
H 2.7832 -5.5651 -3.2277
H 4.0785 -7.3528 -2.1098
H 3.7753 -7.7675 0.3172
H 2.2034 -6.3661 1.6169
H -0.1594 -2.5338 -4.0357
H -0.4648 -0.3488 -5.1693
H -0.0895 1.7502 -3.8581
H 0.5358 1.5616 -1.4661
Cl -1.3465 4.7128 1.0868
C -0.7996 4.3342 -0.5133
C 0.5546 4.4943 -0.7642
C 1.0777 4.3048 -2.0301
C 0.2258 3.9478 -3.0617
C -1.1190 3.7748 -2.8072
Cl -2.1451 3.2743 -4.1254
C -1.7002 3.9630 -1.5329
N -3.0610 3.8074 -1.4011
C -3.8157 3.4420 -0.2396
C -4.5255 4.4148 0.4533
C -5.2900 4.0720 1.5539
C -5.3572 2.7427 1.9558
C -4.6762 1.7725 1.2419
C -3.9048 2.1022 0.1301
C -3.2357 1.0131 -0.6667
C -2.1240 0.2623 0.0311
O -1.8692 -0.9121 -0.3428
O -1.3926 0.8214 0.8942
H 1.1926 4.7959 0.0557
H 2.1320 4.4567 -2.2173
H 0.5996 3.8090 -4.0680
H -3.5417 3.6671 -2.2736
H -4.4459 5.4453 0.1320
H -5.8306 4.8359 2.0975
H -5.9606 2.4643 2.8106
H -4.7535 0.7293 1.5325
H -2.7797 1.4320 -1.5674
H -3.9703 0.2737 -0.9864

Computed properties:
E, a.u.: -5503.33961
Energy relative to the best compared isomer or geometry (same formula, charge and spin), kJ/mol: 0.00
HOMO level (alpha / beta), Eh: -0.3782 / -0.3782
<S²>: 3.759
Total charge: +1
M, g mol⁻¹: 761.7
Kohn-Sham gap (alpha / beta), eV: 7.45 / 7.35
Spin multiplicity: 4

---

3.
This record from the OMol25 dataset describes the molecule C4H5NO2 at a distorted geometry. The level of theory is wB97M-V/def2-TZVPD.

Element x y z (Å)
C -1.0335 -0.1885 -0.1151
C -0.3655 1.0408 -0.0658
C 1.0783 0.9469 -0.1699
C 1.2138 -0.3620 -0.1044
H -2.0413 -1.2538 0.9718
H -3.1717 -0.4185 -0.2861
H -0.8651 2.0162 -0.1455
H 1.6581 1.8324 0.3387
H 3.3019 -0.5584 -0.0644
N -2.2127 -0.8793 -0.0482
O 2.3447 -1.1007 0.0185
O 0.0929 -1.0753 -0.3296

Computed properties:
E, a.u.: -360.55232
Energy relative to the best compared isomer or geometry (same formula, charge and spin), kJ/mol: 307.45
SMILES: Nc1ccc(O)o1
HOMO level, Eh: -0.2806
Total charge: 0
M, g mol⁻¹: 99.1
Kohn-Sham gap, eV: 8.23

---

4.
This record from the OMol25 dataset describes a structure of composition C21H23Cl5N5OTi. The level of theory is wB97M-V/def2-TZVPD.

Element x y z (Å)
Ti -0.3729 0.5135 0.2833
C -2.3129 -3.2891 -0.6785
C -1.4642 -2.0597 -0.6454
N -1.7194 -1.0237 0.1730
C -2.9053 -1.0452 1.0155
C -2.7528 -0.0881 2.2050
N -1.8172 1.0337 1.9365
C -2.4410 2.3390 1.6593
C -2.9243 2.3721 0.2221
N -1.7980 2.0866 -0.6910
C -1.0241 3.2752 -1.1601
C 0.4484 3.1574 -0.7475
N 0.7836 1.7705 -0.9518
C 1.5340 1.2323 -1.8559
C 2.4354 1.9822 -2.7815
C 1.2909 -0.1971 -1.9906
C 1.8567 -1.0135 -2.9285
C 1.3424 -2.3195 -3.1121
C 0.2432 -2.7101 -2.3968
C -0.3268 -1.8540 -1.4309
N 0.2576 -0.6286 -1.1755
H -3.3587 -3.0414 -0.8708
H -2.2671 -3.8207 0.2752
H -1.9865 -3.9752 -1.4544
H -3.1020 -2.0428 1.4156
H -3.7825 -0.7747 0.4156
H -2.3564 -0.6375 3.0549
H -3.7291 0.3036 2.5002
H -1.2067 1.1231 2.7430
H -1.6862 3.1140 1.8157
H -3.2693 2.5452 2.3431
H -3.3953 3.3324 -0.0012
H -3.6779 1.5965 0.0754
H -2.1748 1.6226 -1.5079
H -1.4677 4.1956 -0.7770
H -1.0777 3.3108 -2.2483
H 0.5636 3.3770 0.3198
H 1.0793 3.8662 -1.2874
H 2.8007 2.8980 -2.3211
H 1.8981 2.2410 -3.6964
H 3.2941 1.3762 -3.0597
H 2.6639 -0.6564 -3.5515
H 1.7876 -2.9738 -3.8470
H -0.2050 -3.6785 -2.5697
Cl 5.3060 -3.3554 3.0081
C 4.0398 -2.2710 2.6031
C 4.3270 -1.0658 1.9619
Cl 5.9475 -0.6629 1.5734
C 3.2998 -0.1916 1.6328
Cl 3.6269 1.3085 0.8541
C 1.9645 -0.4958 1.9274
O 0.9879 0.3381 1.5952
C 1.6997 -1.7076 2.5767
Cl 0.0571 -2.0796 2.9354
C 2.7200 -2.5883 2.9134
Cl 2.3462 -4.0636 3.7036

Computed properties:
E, a.u.: -4313.40957
Energy relative to the best compared isomer or geometry (same formula, charge and spin), kJ/mol: 25.42
HOMO level (alpha / beta), Eh: -0.3361 / -0.3370
Total charge: +1
M, g mol⁻¹: 586.6
Kohn-Sham gap (alpha / beta), eV: 5.85 / 5.88

---

Please write out number 3 again, unchanged.
This record from the OMol25 dataset describes the molecule C4H5NO2 at a distorted geometry. The level of theory is wB97M-V/def2-TZVPD.

Element x y z (Å)
C -1.0335 -0.1885 -0.1151
C -0.3655 1.0408 -0.0658
C 1.0783 0.9469 -0.1699
C 1.2138 -0.3620 -0.1044
H -2.0413 -1.2538 0.9718
H -3.1717 -0.4185 -0.2861
H -0.8651 2.0162 -0.1455
H 1.6581 1.8324 0.3387
H 3.3019 -0.5584 -0.0644
N -2.2127 -0.8793 -0.0482
O 2.3447 -1.1007 0.0185
O 0.0929 -1.0753 -0.3296

Computed properties:
E, a.u.: -360.55232
Energy relative to the best compared isomer or geometry (same formula, charge and spin), kJ/mol: 307.45
SMILES: Nc1ccc(O)o1
HOMO level, Eh: -0.2806
Total charge: 0
M, g mol⁻¹: 99.1
Kohn-Sham gap, eV: 8.23

---

What did the fourth record say?
This record from the OMol25 dataset describes a structure of composition C21H23Cl5N5OTi. The level of theory is wB97M-V/def2-TZVPD.

Element x y z (Å)
Ti -0.3729 0.5135 0.2833
C -2.3129 -3.2891 -0.6785
C -1.4642 -2.0597 -0.6454
N -1.7194 -1.0237 0.1730
C -2.9053 -1.0452 1.0155
C -2.7528 -0.0881 2.2050
N -1.8172 1.0337 1.9365
C -2.4410 2.3390 1.6593
C -2.9243 2.3721 0.2221
N -1.7980 2.0866 -0.6910
C -1.0241 3.2752 -1.1601
C 0.4484 3.1574 -0.7475
N 0.7836 1.7705 -0.9518
C 1.5340 1.2323 -1.8559
C 2.4354 1.9822 -2.7815
C 1.2909 -0.1971 -1.9906
C 1.8567 -1.0135 -2.9285
C 1.3424 -2.3195 -3.1121
C 0.2432 -2.7101 -2.3968
C -0.3268 -1.8540 -1.4309
N 0.2576 -0.6286 -1.1755
H -3.3587 -3.0414 -0.8708
H -2.2671 -3.8207 0.2752
H -1.9865 -3.9752 -1.4544
H -3.1020 -2.0428 1.4156
H -3.7825 -0.7747 0.4156
H -2.3564 -0.6375 3.0549
H -3.7291 0.3036 2.5002
H -1.2067 1.1231 2.7430
H -1.6862 3.1140 1.8157
H -3.2693 2.5452 2.3431
H -3.3953 3.3324 -0.0012
H -3.6779 1.5965 0.0754
H -2.1748 1.6226 -1.5079
H -1.4677 4.1956 -0.7770
H -1.0777 3.3108 -2.2483
H 0.5636 3.3770 0.3198
H 1.0793 3.8662 -1.2874
H 2.8007 2.8980 -2.3211
H 1.8981 2.2410 -3.6964
H 3.2941 1.3762 -3.0597
H 2.6639 -0.6564 -3.5515
H 1.7876 -2.9738 -3.8470
H -0.2050 -3.6785 -2.5697
Cl 5.3060 -3.3554 3.0081
C 4.0398 -2.2710 2.6031
C 4.3270 -1.0658 1.9619
Cl 5.9475 -0.6629 1.5734
C 3.2998 -0.1916 1.6328
Cl 3.6269 1.3085 0.8541
C 1.9645 -0.4958 1.9274
O 0.9879 0.3381 1.5952
C 1.6997 -1.7076 2.5767
Cl 0.0571 -2.0796 2.9354
C 2.7200 -2.5883 2.9134
Cl 2.3462 -4.0636 3.7036

Computed properties:
E, a.u.: -4313.40957
Energy relative to the best compared isomer or geometry (same formula, charge and spin), kJ/mol: 25.42
HOMO level (alpha / beta), Eh: -0.3361 / -0.3370
Total charge: +1
M, g mol⁻¹: 586.6
Kohn-Sham gap (alpha / beta), eV: 5.85 / 5.88